(1)
Below is a structure of composition C27H23InN16O7P2, with properties calculated with ωB97M-V with the def2-TZVPD basis set.

The HOMO-LUMO gap is 6.683 eV. The value obtained for the LUMO energy is 3.63 eV. The total charge is -2. As for the total energy: -90291.3256 eV. Its spin multiplicity is 1. Its HOMO energy is -3.1 eV.

Each line ends with the Mulliken charge.
Cartesian coordinates (Å):
1 In -0.236 1.455 -1.415  0.912
2 P -1.429 0.099 1.489  0.831
3 P -1.733 -1.658 -1.187  1.500
4 O 4.624 -1.300 2.595  -0.521
5 O 3.784 0.431 7.374  -0.685
6 O 1.626 4.961 3.952  -0.702
7 O 3.053 2.443 7.604  -0.671
8 O 1.792 4.289 1.917  -0.594
9 O 3.059 1.909 1.418  -0.714
10 O 2.551 -0.930 1.688  0.213
11 N 2.135 -2.721 -2.544  -0.065
12 N 3.570 -2.730 0.555  -0.473
13 N -0.048 -0.841 -4.323  0.687
14 N 0.604 -0.977 -3.173  -0.171
15 N 3.354 1.481 6.909  1.031
16 N 1.200 -2.492 -4.684  -0.722
17 N -2.094 4.919 -6.846  -0.672
18 N 3.450 -3.197 -0.670  -0.796
19 N 0.289 -1.713 -5.229  -0.629
20 N -2.577 2.297 -0.943  -0.446
21 N 2.779 -1.697 0.598  0.891
22 N -0.907 1.362 -3.814  -0.458
23 N -4.146 3.977 -1.775  -0.698
24 N -4.747 6.286 -1.155  -0.595
25 N 2.094 -1.429 -0.505  -0.345
26 N 1.933 4.120 3.105  1.117
27 C 3.512 0.488 4.670  -0.515
28 C -2.199 -3.173 -2.133  -1.884
29 C 2.946 1.813 2.632  0.577
30 C -1.626 2.648 -5.724  -0.352
31 C -1.876 3.915 -6.317  0.018
32 C 3.660 -0.613 2.521  0.113
33 C 0.304 -4.194 1.358  -0.865
34 C -1.222 0.122 -4.481  0.655
35 C -0.401 -3.677 0.280  -0.396
36 C 3.329 0.574 3.323  0.660
37 C -0.747 -1.613 1.472  -0.050
38 C 1.348 -2.024 -3.428  0.434
39 C 2.543 -2.401 -1.273  0.357
40 C 3.192 1.579 5.484  -0.528
41 C -1.146 2.503 -4.434  0.111
42 C 0.486 -3.428 2.499  -0.659
43 C -1.609 0.235 -5.925  -0.856
44 C -0.958 -2.397 0.323  0.076
45 C 2.670 2.740 4.926  -0.185
46 C -3.293 3.146 -1.325  0.486
47 C -1.812 1.437 -6.473  -0.318
48 C -3.455 -1.210 -0.645  -1.385
49 C -4.422 5.204 -1.420  0.490
50 C -0.035 -2.145 2.545  -0.454
51 C -2.644 -0.076 2.869  -1.560
52 C -0.113 1.023 2.388  -1.184
53 C 2.527 2.866 3.571  -0.477
54 H -0.028 0.744 3.439  0.446
55 H -0.359 2.084 2.323  0.517
56 H -2.190 -0.557 3.737  0.417
57 H 2.677 -3.454 -2.971  0.241
58 H 1.042 -3.822 3.341  0.363
59 H -0.917 3.398 -3.858  0.420
60 H -3.501 -0.665 2.540  0.386
61 H -3.735 -1.710 0.284  0.354
62 H -1.325 -3.662 -2.568  0.375
63 H -1.712 -0.677 -6.494  0.366
64 H 0.719 -5.193 1.299  0.359
65 H 2.381 3.557 5.567  0.671
66 H -2.102 1.514 -7.515  0.430
67 H 3.883 -0.423 5.121  0.564
68 H -3.533 -0.130 -0.521  0.236
69 H -0.506 -4.287 -0.608  0.290
70 H -1.993 -0.402 -3.904  0.013
71 H 0.846 0.877 1.886  -0.165
72 H 0.141 -1.533 3.423  0.259
73 H -4.146 -1.521 -1.431  0.534
74 H -3.001 0.917 3.147  0.423
75 H -2.840 -2.857 -2.958  0.456
76 H -2.743 -3.883 -1.507  0.515

Cartesian forces, eV/Å:
-0.1 0.0 -0.1
0.3 0.0 0.2
-0.5 0.3 0.4
0.1 0.0 -0.1
0.0 0.0 0.0
0.0 -0.2 -0.1
0.0 0.0 0.0
-0.1 -0.1 -0.2
-0.1 0.0 -0.2
0.2 0.2 0.0
0.4 0.0 -0.1
-0.2 0.1 -0.2
0.1 0.3 -0.4
-0.2 0.2 0.0
-0.1 0.0 -0.1
-0.2 0.1 0.0
0.0 0.0 0.0
-0.1 0.1 0.3
0.1 0.0 0.3
0.1 0.0 -0.3
0.3 -0.1 0.1
-0.1 -0.1 -0.1
-0.4 0.0 -0.6
0.0 0.0 -0.1
0.1 0.1 0.1
0.3 0.1 0.3
0.0 -0.1 0.2
0.3 0.0 0.0
0.2 0.2 0.2
-0.1 0.1 -0.2
0.1 -0.2 0.1
-0.1 0.0 -0.1
0.0 0.0 0.0
0.0 0.2 0.0
-0.1 0.0 0.0
-0.1 0.0 0.0
-0.2 -0.1 -0.1
0.2 -0.4 -0.1
-0.1 -0.2 -0.2
0.0 0.0 0.1
0.2 -0.1 0.2
0.0 0.0 0.0
0.2 -0.2 0.2
0.2 0.0 -0.1
0.0 0.0 0.1
0.2 0.0 0.5
0.0 0.2 -0.1
0.1 -0.1 0.1
0.2 -0.1 0.3
-0.1 0.0 0.0
-0.1 0.0 -0.1
-0.1 -0.1 -0.2
-0.2 0.0 -0.1
0.0 0.0 0.0
0.0 0.0 0.0
0.0 0.0 0.0
0.0 0.0 0.0
0.0 0.0 0.0
-0.1 0.0 0.0
0.0 0.0 0.0
0.0 0.0 0.0
0.0 0.0 0.0
-0.1 0.0 0.0
0.0 0.0 0.0
0.0 0.0 0.0
0.0 0.0 0.0
0.0 0.0 0.0
0.0 0.0 0.0
0.0 0.0 0.0
-0.1 -0.1 0.1
-0.3 0.0 0.0
0.0 0.0 0.0
0.0 0.0 0.0
0.0 0.0 0.0
0.0 0.0 0.0
0.0 0.0 0.0

(2)
Below is a structure of composition C2H2CuFO2, with properties calculated with ωB97M-V with the def2-TZVPD basis set.

The HOMO-LUMO gap (spin up / spin down) is 8.111 / 7.828 eV. Its expectation value of S² is 0.758. The value obtained for the LUMO energy (spin up / spin down) is 3.99 / 3.47 eV. The total charge is -1. As for the total energy: -53556.1540 eV. For the energy relative to the best compared isomer or geometry (same formula, charge and spin), the calculation gives 149.1 kJ/mol. Its spin multiplicity is 2. Its HOMO energy (spin up / spin down) is -4.1 / -4.4 eV.

Each line ends with the Löwdin spin population.
Cartesian coordinates (Å):
1 Cu -0.217 1.226 0.188  0.003
2 F 1.003 -0.394 1.180  0.088
3 O 0.346 -0.315 -1.306  0.267
4 O -1.854 2.018 1.088  0.000
5 C 1.185 -1.638 0.506  0.410
6 C 0.869 -1.373 -0.869  0.223
7 H -2.539 2.621 0.800  0.000
8 H 1.207 -2.145 -1.587  0.009

Cartesian forces, eV/Å:
-1.7 -0.1 0.0
0.0 -0.4 0.0
-0.2 0.6 0.0
1.3 -0.6 -0.1
0.2 0.0 -0.1
0.5 0.3 0.5
0.2 0.1 -0.4
-0.4 0.0 0.2

(3)
Below is the molecule C5H5ClN2O2, with properties calculated with ωB97M-V with the def2-TZVPD basis set.

The HOMO-LUMO gap is 10.343 eV. The value obtained for the LUMO energy is 0.32 eV. The total charge is 0. As for the total energy: -24863.1643 eV. As for the SMILES: Cn1ncc(C(=O)O)c1Cl. For the energy relative to the best compared isomer or geometry (same formula, charge and spin), the calculation gives 104.2 kJ/mol. Its spin multiplicity is 1. Its HOMO energy is -10.0 eV.

Each line ends with the Mulliken charge.
Cartesian coordinates (Å):
1 Cl 0.712 1.954 -0.130  -0.252
2 O -2.378 1.161 0.218  -0.456
3 O -2.951 -0.940 0.024  -0.541
4 N 1.188 -1.914 -0.075  -0.904
5 N 1.583 -0.629 -0.061  0.640
6 C 2.925 -0.249 0.310  -0.873
7 C 0.500 0.234 -0.178  0.167
8 C -0.653 -0.562 -0.073  0.282
9 C -0.126 -1.889 -0.107  -0.316
10 C -2.065 -0.140 0.062  0.577
11 H -1.517 1.739 0.186  0.264
12 H 3.585 -1.082 0.097  0.302
13 H -0.621 -2.889 -0.133  0.464
14 H 3.208 0.594 -0.326  0.320
15 H 2.997 0.086 1.327  0.327

Cartesian forces, eV/Å:
0.0 -0.7 -0.1
2.8 1.6 -0.1
-0.3 -0.5 0.1
0.0 0.5 0.2
-1.3 1.3 -0.4
0.2 0.3 -1.3
0.5 -1.6 1.4
1.1 0.8 -0.6
-0.6 -1.0 0.2
-0.3 -0.3 -0.5
-2.3 -1.4 0.1
0.0 -0.1 0.2
0.1 1.4 0.0
0.2 -0.1 0.1
-0.1 -0.1 0.6

| no. | molar mass (g mol⁻¹) | F_max (eV/Å) |
| --- | --- | --- |
| 1 | 860.352 | 0.75 |
| 2 | 140.580 | 1.66 |
| 3 | 160.560 | 3.21 |